1.
C7H10O | ωB97M-V with the def2-TZVPD basis set

XYZ file:
```
18
Properties=species:S:1:pos:R:3:forces:R:3
C 2.29538 -1.50569 -0.65653 -2.98 2.20 0.79
C 1.36506 -0.74854 -0.41778 0.11 0.63 -2.20
C 0.22039 0.28409 -0.35916 2.77 0.51 -1.63
C 0.42247 1.70307 -1.02768 1.19 -1.13 -0.99
C -0.39100 0.20075 0.95145 0.09 -0.52 1.83
C 0.21479 -0.74148 1.92432 0.56 -1.15 0.80
C -1.19443 -0.21177 -0.17862 -1.53 -2.37 -0.14
O -2.37196 0.49944 -0.52478 1.07 -0.77 -0.10
H 2.89435 -2.32361 -0.84389 1.15 -0.96 -0.18
H 0.13433 1.62629 -2.10664 0.04 0.26 0.89
H 1.48855 2.06980 -1.04293 -0.90 -0.81 0.24
H -0.10861 2.50904 -0.52902 -0.45 -0.20 0.09
H -0.75724 1.08014 1.37498 -0.26 1.60 0.78
H 0.55235 -1.74785 1.57410 -0.88 0.83 -0.10
H -0.42288 -0.85242 2.77185 -0.72 -0.40 0.64
H 1.12612 -0.35278 2.35171 0.47 0.55 -0.02
H -1.43238 -1.28871 -0.19067 0.42 0.58 -0.52
H -2.09485 1.40204 -0.57726 -0.14 1.13 -0.18
```
Positions in Å, forces in eV/Å.

Summary:
SMILES: C#C[C@]1(C)[C@H](C)[C@H]1O
energy above the lowest of the compared OMol25 structures with the same formula, charge and spin: 3.776 eV
LUMO: 0.88 eV
frontier orbital gap: 10.25 eV
E_tot: -347.82440 Ha

***

2.
C6H8N2 | ωB97M-V with the def2-TZVPD basis set

XYZ file:
```
16
Properties=species:S:1:pos:R:3:forces:R:3
C -0.42133 1.73973 -0.77182 -1.39 0.26 1.02
N -1.76224 1.75275 -0.56850 3.20 0.50 -1.24
C -2.13970 0.53979 0.19476 1.29 -0.81 -0.28
C -0.77611 -0.15975 0.31005 1.49 -4.31 -0.40
C -0.20235 -1.43059 0.46718 -1.89 -0.09 1.48
C 1.30830 -1.28575 0.53909 3.97 0.57 -1.82
C 1.49447 -0.03782 -0.44017 2.14 1.76 0.90
N 0.24226 0.65189 -0.18606 -1.88 2.21 -0.74
H 0.31141 2.55462 -1.19344 -2.25 -1.41 0.48
H -2.98791 -0.14056 -0.13529 1.23 0.88 -0.70
H -2.56271 0.81971 1.15088 0.44 0.44 0.60
H -0.76520 -2.39672 0.68465 0.86 1.65 -0.06
H 2.12412 -1.93909 0.04277 -2.20 -0.43 0.53
H 1.96479 -1.12707 1.51428 -2.36 0.16 -1.20
H 1.84951 -0.21521 -1.55320 -1.58 -0.11 1.93
H 2.32269 0.67407 -0.05517 -1.07 -1.25 -0.49
```
Positions in Å, forces in eV/Å.

Summary:
SMILES: C1=NCC2=CCCN12
energy above the lowest of the compared OMol25 structures with the same formula, charge and spin: 3.042 eV
LUMO: 0.90 eV
frontier orbital gap: 8.48 eV
E_tot: -342.82216 Ha

***

3.
C17H15FN4 | ωB97M-V with the def2-TZVPD basis set

XYZ file:
```
37
Properties=species:S:1:pos:R:3:forces:R:3
F 0.30546 6.23811 1.16140 -0.01 -0.07 -0.02
C 0.11150 4.98514 0.70416 -0.08 -0.11 -0.14
C -0.59056 4.80037 -0.47221 0.12 0.24 0.21
C -0.78350 3.51062 -0.93337 0.07 -0.19 0.14
C -0.29295 2.41887 -0.22801 -0.12 0.02 -0.21
C -0.47157 1.01599 -0.77639 -0.17 0.33 -0.06
C -1.16138 0.09302 0.25859 -0.02 -0.06 0.06
C -0.30829 -1.05565 0.84894 -0.41 -0.40 0.07
C -0.58451 -2.37882 0.16245 -0.05 -0.12 0.20
C -0.39322 -2.52202 -1.20652 -0.03 -0.04 -0.02
C -0.63202 -3.73867 -1.81988 0.02 0.04 -0.07
C -1.06578 -4.82231 -1.07497 -0.03 -0.10 0.03
C -1.25538 -4.68566 0.28896 -0.04 -0.12 -0.02
C -1.01309 -3.46999 0.90478 0.01 0.14 -0.03
N 1.08437 -0.73170 0.73792 0.48 0.80 -0.56
N 2.07100 -1.18382 1.53657 0.12 -0.55 0.84
C 3.15405 -0.72229 0.96450 -0.39 -0.04 -0.01
N 2.94035 0.00483 -0.15502 -0.11 0.44 -0.66
C 1.62752 -0.02645 -0.27081 0.29 -0.34 0.47
N 0.81955 0.49772 -1.23717 0.04 -0.02 -0.45
C 0.40971 2.63691 0.95314 -0.06 0.11 -0.07
C 0.61832 3.91905 1.42514 -0.01 0.16 -0.01
H -0.97207 5.65304 -1.01087 -0.03 0.11 -0.03
H -1.32743 3.35261 -1.85322 -0.06 -0.02 -0.11
H -1.10284 1.07510 -1.67113 0.05 0.02 0.21
H -2.04105 -0.35974 -0.20011 0.04 0.04 0.08
H -1.51071 0.72311 1.07809 0.00 -0.07 -0.08
H -0.52882 -1.16909 1.91676 0.04 0.05 -0.20
H -0.04838 -1.68305 -1.79130 0.04 0.08 -0.08
H -0.47689 -3.84076 -2.88382 0.01 -0.01 -0.09
H -1.25167 -5.77109 -1.55595 -0.02 -0.08 -0.03
H -1.58891 -5.52775 0.87701 -0.02 -0.07 0.05
H -1.15473 -3.36990 1.97119 0.01 0.02 0.12
H 4.13381 -0.89706 1.35762 0.21 -0.09 0.17
H 1.30951 1.13029 -1.85633 0.01 -0.04 0.10
H 0.80571 1.80328 1.51263 0.05 -0.11 0.10
H 1.16489 4.09776 2.33721 0.05 0.05 0.09
```
Positions in Å, forces in eV/Å.

Summary:
SMILES: Fc1ccc([C@@H]2C[C@@H](c3ccccc3)n3ncnc3N2)cc1
LUMO: 0.68 eV
frontier orbital gap: 9.20 eV
E_tot: -975.71627 Ha

***

4.
CH2N2P2 | ωB97M-V with the def2-TZVPD basis set

XYZ file:
```
7
Properties=species:S:1:pos:R:3:forces:R:3
C 1.70544 -0.04049 -0.17126 1.38 -1.43 -0.72
N 2.62342 -0.53288 -0.68637 -0.83 0.24 0.80
N -0.90914 -0.06508 0.51492 -0.25 0.14 -0.92
P -2.42339 -0.42731 0.19246 1.99 -0.40 1.10
P 0.40825 0.95690 0.46186 -0.20 1.51 -2.18
H -2.39316 -1.59545 1.09980 -0.55 0.59 -0.59
H 0.98857 1.70431 -1.41141 -1.54 -0.65 2.51
```
Positions in Å, forces in eV/Å.

Summary:
energy above the lowest of the compared OMol25 structures with the same formula, charge and spin: 3.964 eV
LUMO (spin up / spin down): -1.82 / -1.82 eV
frontier orbital gap (spin up / spin down): 7.24 / 7.24 eV
E_tot: -831.37969 Ha

***

> What is the E_tot in the fourth record?

-831.37969 Ha